[1]
The following is a quantum chemistry calculation of the molecule C3H4O2S at a distorted geometry, from the Open Molecules 2025 dataset.

Results
HOMO (spin up / spin down) ... -0.2758 / -0.2487 Eh
Charge ... 0
Relative energy (zero: lowest compared OMol25 entry of this formula, charge and spin) ... 119.3 kcal/mol
Lowest unoccupied orbital energy (spin up / spin down) ... 0.0345 / -0.6941 eV

Cartesian coordinates (Å):
C  -1.125  0.272  0.014
C  -0.016  -0.624  -0.225
C  0.115  0.968  -0.237
O  -4.938  -0.057  0.003
O  -2.324  0.567  -0.071
S  -3.611  -0.602  -0.116
H  0.602  -0.878  0.618
H  -0.035  -1.214  -1.084
H  0.407  1.504  -1.138
H  0.857  1.254  0.540

***

[2]
The following is a quantum chemistry calculation of the molecule C3H4O2S at a distorted geometry, from the Open Molecules 2025 dataset.

Results
HOMO ... -0.3643 Eh
Charge ... 0
Relative energy (zero: lowest compared OMol25 entry of this formula, charge and spin) ... 35.5 kcal/mol
SMILES string ... O=CC(=S)CO
Lowest unoccupied orbital energy ... -1.7433 eV

Cartesian coordinates (Å):
C  0.454  -0.853  0.047
C  -0.025  0.541  -0.008
C  -1.497  0.718  0.028
H  2.275  -0.151  -0.242
H  0.090  -1.231  1.027
H  -0.060  -1.382  -0.775
H  -1.767  1.706  0.219
O  1.910  -1.041  -0.081
O  -2.310  -0.157  -0.153
S  0.931  1.850  -0.062

***

[3]
The following is a quantum chemistry calculation of a cluster of 2 separate species, C3H4O2S in total at a distorted geometry, from the Open Molecules 2025 dataset.

Results
HOMO (spin up / spin down) ... -0.2853 / -0.2890 Eh
Charge ... 0
Relative energy (zero: lowest compared OMol25 entry of this formula, charge and spin) ... 121.5 kcal/mol
Lowest unoccupied orbital energy (spin up / spin down) ... -0.6511 / -0.3816 eV

Cartesian coordinates (Å):
C  -1.386  0.229  0.085
C  2.007  0.883  0.056
C  -0.214  -0.377  0.230
O  2.819  0.020  0.005
O  -2.513  -0.474  -0.294
S  0.286  -1.947  0.255
H  -1.630  1.334  0.292
H  2.310  1.934  -0.350
H  -3.308  0.168  -0.380
H  1.630  -1.770  0.101